{
  "formula": "C4H9NO",
  "method": "ωB97M-V with the def2-TZVPD basis set",
  "gap_ev": 8.99,
  "lumo_ev": 1.038,
  "largest_force_ev_per_a": 0.45,
  "e_homo_ha": -0.29223,
  "de_lowest_ev": 1.9992,
  "smiles": "C=C(N)OCC",
  "species": ["C", "C", "N", "O", "C", "C", "H", "H", "H", "H", "H", "H", "H", "H", "H"],
  "positions_angstrom": [[-0.27, -0.80, 1.28], [-1.10, -0.08, 0.53], [-2.46, -0.30, 0.41], [-0.64, 1.05, -0.09], [0.53, 0.86, -0.93], [1.87, 0.21, -0.50], [-0.52, -1.78, 1.65], [0.66, -0.34, 1.58], [-2.94, -0.02, -0.44], [-2.78, -1.18, 0.80], [0.75, 1.89, -1.20], [0.19, 0.31, -1.81], [2.58, 0.43, -1.31], [1.82, -0.88, -0.41], [2.31, 0.61, 0.42]]
}